The following is a DFT calculation (ωB97M-V with the def2-TZVPD basis set) of a structure of composition C97H113F18N25O39S18 in a non-equilibrium geometry.

```
310
Properties=species:S:1:pos:R:3:mulliken_charge:R:1
C -6.20931 -1.03251 -1.72123 -0.835
N -5.77075 -1.00706 -0.30072 0.418
C -4.40812 -0.80707 -0.08390 -0.535
C -3.99722 -0.79693 1.25365 0.907
C -4.88067 -1.07811 2.31749 0.524
C -6.24880 -1.28090 2.01726 -0.727
C -6.66065 -1.21715 0.70521 -0.706
C -4.23565 -1.26309 3.67988 0.512
C -4.84422 -0.90273 4.87768 -0.938
C -4.13253 -1.10366 6.02019 -0.625
N -2.94798 -1.69537 6.03791 0.268
C -2.37805 -1.99690 4.89695 -0.485
C -2.97878 -1.83520 3.68346 -0.073
C -2.12744 -1.76221 7.24623 -0.734
H -7.07134 -1.68291 -1.80573 0.453
H -5.39743 -1.41458 -2.35311 0.181
H -6.53924 -0.03647 -1.98055 0.262
H -3.82253 -0.82531 -0.99958 0.057
H -2.94858 -0.78229 1.48527 -0.024
H -7.04392 -1.66461 2.68108 0.525
H -7.67384 -1.35704 0.38979 0.598
H -5.78792 -0.37847 4.88751 0.639
H -4.52231 -0.76484 6.95925 0.425
H -1.32464 -2.33296 4.80244 0.241
H -2.47018 -2.18262 2.76249 0.210
H -1.74551 -2.78793 7.37950 0.193
H -2.72627 -1.54722 8.12435 0.448
H -1.33736 -1.02992 7.18585 0.247
C -0.13760 -10.26196 4.83225 -0.947
N -0.04522 -8.83645 5.29376 0.228
C 0.54214 -8.49354 6.43767 -0.621
C 0.75037 -7.15405 6.74292 -0.870
C 0.41048 -6.17149 5.84528 1.569
C -0.09733 -6.52114 4.56370 -0.652
C -0.29621 -7.85584 4.31874 -0.501
C 0.74992 -4.73419 6.03912 1.044
C 0.52409 -3.73438 5.07305 -0.655
C 0.95402 -2.44958 5.30347 -0.665
N 1.44434 -2.10187 6.47780 0.804
C 1.72682 -3.02591 7.41477 -1.106
C 1.31286 -4.32684 7.25733 -0.488
C 1.92872 -0.68591 6.61950 -0.946
H -0.34890 -10.31010 3.76360 0.312
H -0.94626 -10.83801 5.29340 0.329
H 0.81413 -10.72219 4.98554 0.416
H 0.90233 -9.24363 7.11783 0.486
H 1.36544 -6.94758 7.61753 0.383
H -0.24238 -5.79982 3.76685 0.306
H -0.63767 -8.26662 3.40141 0.554
H 0.27944 -3.97892 4.06310 0.110
H 0.83923 -1.67221 4.53545 0.946
H 2.18534 -2.67775 8.29382 0.677
H 1.43884 -5.04963 8.03365 0.569
H 1.97348 -0.46934 7.67843 0.389
H 1.18491 -0.03617 6.13820 0.233
H 2.91937 -0.61296 6.18705 0.175
C 9.92071 1.40161 -3.55440 -1.061
N 8.82789 0.85067 -4.40630 0.083
C 7.90632 1.62687 -4.94207 -0.508
C 6.73464 1.12295 -5.45858 -0.761
C 6.59377 -0.27448 -5.56706 0.371
C 7.70425 -1.01731 -5.11594 -0.315
C 8.80224 -0.45274 -4.60346 -0.271
C 5.34792 -0.87736 -5.98515 0.836
C 4.91255 -0.70349 -7.30346 -0.523
C 3.71438 -1.38113 -7.63458 -0.700
N 2.99193 -2.12964 -6.73617 0.393
C 3.37199 -2.13742 -5.44456 -1.753
C 4.53081 -1.54196 -5.06694 -0.369
C 1.85501 -2.96479 -7.13060 -0.725
H 9.99332 2.46629 -3.71884 0.420
H 10.89246 0.96902 -3.76933 0.405
H 9.60337 1.30987 -2.51769 0.368
H 8.07504 2.69764 -4.91961 0.676
H 5.98984 1.83111 -5.91730 0.383
H 7.68354 -2.08987 -5.20103 0.414
H 9.56214 -0.98415 -4.08578 0.410
H 5.49824 -0.23404 -8.09678 0.588
H 3.36136 -1.46791 -8.64986 0.503
H 2.72649 -2.69023 -4.76791 1.587
H 4.78287 -1.64911 -4.01099 0.425
H 0.89792 -2.62568 -6.70362 0.194
H 2.09900 -3.95246 -6.71475 0.277
H 1.79819 -3.02742 -8.20841 0.392
C 4.87412 -4.85433 1.14129 -0.538
N 3.81129 -3.78507 1.02081 1.519
C 4.05967 -2.63603 1.63096 -1.754
C 3.32013 -1.48395 1.40416 -1.901
C 2.31465 -1.58257 0.50938 1.770
C 1.93633 -2.83394 -0.08752 -0.565
C 2.69345 -3.93463 0.19955 -1.078
C 1.57253 -0.34997 0.06790 1.078
C 0.18958 -0.42431 -0.34685 -1.128
C -0.38892 0.74674 -0.78814 -0.297
N 0.27201 1.88762 -0.80114 1.085
C 1.52685 1.99820 -0.40159 -0.783
C 2.22125 0.90270 -0.00911 -0.740
C -0.43095 3.08154 -1.36493 -0.197
H 5.38569 -4.72803 2.08113 0.292
H 5.59624 -4.59835 0.38770 -0.029
H 4.35196 -5.81388 1.03477 0.287
H 4.85143 -2.64499 2.33961 1.015
H 3.42115 -0.51025 1.85446 0.986
H 1.02717 -2.92339 -0.71207 0.027
H 2.46744 -4.87441 -0.24006 0.864
H -0.33474 -1.35338 -0.33377 0.247
H -1.44766 0.76307 -1.01839 0.599
H 1.91079 2.98664 -0.44333 0.930
H 3.28087 1.03942 0.25717 0.194
H -0.30935 3.21162 -2.40923 -0.318
H -0.09585 3.95071 -0.75627 -0.137
H -1.43025 2.93074 -1.00339 0.213
C -9.16735 8.88411 -3.28370 -0.945
N -8.11493 8.08919 -3.94024 0.154
C -8.22624 6.73582 -3.82396 -0.439
C -7.28292 5.92216 -4.28722 -0.471
C -6.18074 6.35828 -4.96868 1.116
C -6.01076 7.71576 -5.07941 -0.799
C -7.01434 8.55218 -4.59421 -0.711
C -5.09373 5.47560 -5.41310 0.807
C -4.75610 4.39409 -4.61087 -0.424
C -3.66647 3.67245 -4.99213 -1.295
N -2.96890 3.88446 -6.12033 0.606
C -3.32277 4.95793 -6.87718 -0.799
C -4.34258 5.83931 -6.49488 -0.733
C -1.95164 2.93509 -6.55357 -0.905
H -8.82324 9.87642 -3.02418 0.370
H -9.52224 8.38927 -2.34360 0.341
H -10.04432 8.96212 -3.91402 0.364
H -9.11937 6.31221 -3.38757 0.535
H -7.52139 4.86481 -4.13869 0.452
H -5.21128 8.18031 -5.58599 0.618
H -6.97600 9.64481 -4.83048 0.427
H -5.24187 4.15003 -3.70280 0.519
H -3.36060 2.76176 -4.46353 0.856
H -2.77058 5.10866 -7.76586 0.488
H -4.58094 6.59159 -7.21743 0.789
H -1.27448 2.68548 -5.75342 0.138
H -1.33254 3.36552 -7.31452 0.350
H -2.45357 2.01122 -6.82590 0.360
C -7.66307 -8.93966 -4.10083 -0.844
N -6.22009 -8.55761 -3.90227 0.098
C -5.56819 -9.01544 -2.85154 -0.166
C -4.18226 -8.90797 -2.77314 -0.699
C -3.42015 -8.38497 -3.80051 0.758
C -4.16099 -7.85869 -4.89145 -0.691
C -5.49996 -7.94415 -4.91072 -0.531
C -1.94716 -8.66375 -3.96927 0.995
C -1.13631 -8.59517 -2.81099 -0.589
C 0.20873 -8.80415 -2.89322 -0.483
N 0.82168 -9.09869 -4.07086 0.230
C 0.02606 -9.29786 -5.16593 -0.409
C -1.32099 -8.98863 -5.19221 -0.712
C 2.27861 -9.42609 -4.07500 -0.788
H -7.93565 -9.53860 -3.23314 0.311
H -7.72678 -9.50943 -5.03592 0.375
H -8.35064 -8.08346 -4.06589 0.328
H -6.10232 -9.57662 -2.08301 0.387
H -3.69281 -9.48914 -1.99144 0.471
H -3.64447 -7.35863 -5.69252 0.532
H -5.95322 -7.46987 -5.73531 0.462
H -1.52857 -8.36299 -1.84684 0.410
H 0.84882 -8.79858 -2.02877 0.546
H 0.55926 -9.50572 -6.09223 0.395
H -1.87618 -9.03493 -6.10801 0.588
H 2.40660 -10.44401 -3.71549 0.280
H 2.72154 -8.68370 -3.41326 0.306
H 2.66276 -9.26958 -5.11084 0.352
C -6.97490 6.55334 10.20950 -0.872
N -6.09624 6.29093 9.01101 -0.017
C -4.88728 5.73152 9.16933 -0.251
C -4.14715 5.25365 8.06723 -0.804
C -4.68553 5.45326 6.80638 1.034
C -5.82698 6.23861 6.68708 -0.682
C -6.54939 6.58318 7.75961 -0.484
C -4.07634 4.88460 5.59853 1.659
C -4.91414 4.69295 4.50536 -1.107
C -4.35871 4.24791 3.34625 -0.485
N -3.06436 4.02577 3.19692 0.457
C -2.24169 4.17831 4.24667 -0.629
C -2.68370 4.64130 5.46021 -1.291
C -2.51145 3.77681 1.81995 -0.651
H -7.94085 6.10345 10.03324 0.346
H -7.01777 7.62029 10.22223 0.394
H -6.59346 6.18585 11.14328 0.337
H -4.64669 5.70322 10.21554 0.443
H -3.24248 4.68198 8.26515 0.453
H -6.27291 6.42975 5.73229 0.507
H -7.54184 6.95331 7.71816 0.491
H -5.97039 4.86103 4.49843 0.487
H -4.98683 4.06587 2.46776 0.555
H -1.21182 3.93814 4.02615 0.986
H -1.98945 4.68708 6.29294 0.475
H -2.37978 2.72542 1.63681 0.163
H -1.48582 4.19799 1.84477 -0.052
H -3.14599 4.19113 1.03386 0.508
C 8.24828 3.91164 2.73073 -0.884
N 6.98361 4.62328 2.33728 0.298
C 7.01748 5.80389 1.64379 -0.551
C 5.86837 6.41353 1.10557 -0.374
C 4.65059 5.68885 1.31619 0.871
C 4.65898 4.54555 2.19565 -0.945
C 5.84221 4.00631 2.68101 -1.117
C 3.34546 6.11976 0.65612 0.965
C 2.15493 5.82738 1.37098 -1.006
C 0.95941 6.27043 0.87633 -0.385
N 0.92957 6.91736 -0.32210 0.356
C 1.99684 6.96469 -1.10356 -0.167
C 3.22232 6.63989 -0.58993 -0.482
C -0.35889 7.58814 -0.60873 -1.234
H 9.03048 4.50782 2.26507 0.323
H 8.11754 2.91424 2.32456 0.339
H 8.34533 3.98199 3.80366 0.333
H 8.01102 6.19918 1.53119 0.418
H 5.93232 7.38699 0.62217 0.627
H 3.75076 3.96300 2.35873 0.130
H 5.87630 3.06750 3.21664 1.127
H 2.18220 5.25930 2.31510 0.628
H 0.01114 6.31931 1.42387 0.517
H 1.82168 7.35354 -2.09716 0.527
H 4.05305 6.84848 -1.24099 0.171
H -1.07619 6.83229 -0.98947 0.466
H -0.18111 8.28958 -1.43182 0.472
H -0.74327 8.05766 0.31642 0.338
N 4.05204 -3.86864 5.26373 -0.074
S 5.03326 -2.68044 5.02367 1.081
O 5.99241 -3.15736 4.01928 -0.593
O 5.35539 -2.08151 6.22165 -0.590
F 4.13956 -1.51325 4.37984 0.026
S 4.02628 -5.25014 4.66763 0.889
O 5.28095 -5.79544 4.38332 -0.616
O 2.96359 -5.51863 3.71554 -0.428
F 3.40843 -6.08251 5.83547 -0.282
N -0.71391 4.89528 -4.32801 -0.187
S 0.96992 4.79971 -4.66973 0.899
O 1.32777 3.44647 -4.40587 -0.329
O 1.81833 5.81999 -4.20397 -0.523
F 0.83578 4.82385 -6.21406 -0.229
S -1.28035 6.40664 -4.39660 0.866
O -0.62480 7.41786 -3.56193 -0.488
O -2.68628 6.43235 -4.27723 -0.425
F -1.01207 6.78330 -5.89057 -0.332
N -2.74869 -5.39714 -0.08417 -0.514
S -1.99079 -4.70864 -1.22858 0.870
O -2.47063 -5.23634 -2.42886 -0.471
O -0.55523 -4.57779 -1.07891 -0.335
F -2.42459 -3.15759 -1.13773 -0.123
S -2.80740 -5.02617 1.48400 0.949
O -3.17761 -6.13033 2.35368 -0.648
O -3.51078 -3.79134 1.65760 -0.543
F -1.31814 -4.62536 1.98374 -0.014
N -5.37928 4.24399 0.23367 -0.046
S -5.65985 2.93063 -0.53557 0.866
O -4.66118 2.01698 -0.15868 -0.450
O -6.09292 2.92075 -1.92187 -0.656
F -6.95742 2.42821 0.08674 -0.360
S -6.01440 5.68057 -0.35410 0.944
O -5.62712 6.03706 -1.65656 -0.418
O -5.87024 6.64624 0.61012 -0.594
F -7.48615 5.29482 -0.58180 -0.229
N 3.24360 -5.27729 -4.76850 0.014
S 4.76837 -5.59460 -5.08178 0.823
O 5.30632 -6.76827 -4.58471 -0.553
O 5.43972 -4.36493 -5.20434 -0.410
F 4.58036 -6.04029 -6.59468 -0.341
S 2.69431 -5.51731 -3.34793 0.674
O 1.97117 -4.36110 -2.96256 -0.630
O 3.56651 -6.15983 -2.38994 -0.736
F 1.56573 -6.62714 -3.61183 0.105
N -1.54916 -0.03073 -5.28435 -0.360
S -2.91581 -0.68803 -4.57798 0.977
O -3.18508 -0.17383 -3.28099 -0.320
O -3.11777 -2.06112 -4.72008 -0.626
F -3.82959 0.11940 -5.56329 -0.245
S -0.17087 -0.11822 -4.41002 0.346
O 0.88883 0.33593 -5.32641 -0.604
O 0.11442 -1.17722 -3.50147 0.160
F -0.34623 1.09974 -3.55781 -0.231
N 6.33957 3.17834 -1.93626 0.315
S 7.48871 4.10067 -1.86677 0.737
O 7.52917 5.25237 -1.01033 -0.472
O 8.23608 4.23598 -3.07285 -0.616
F 8.40264 3.08514 -1.00094 -0.316
S 4.86486 3.42278 -2.27252 0.376
O 4.32332 2.76557 -3.37882 -0.310
O 4.30858 4.73369 -1.98600 -0.326
F 4.13118 2.62633 -1.05489 -0.272
N 6.15637 -2.04683 -0.34418 -0.245
S 6.64770 -3.03743 -1.38577 0.500
O 7.20580 -4.10054 -0.67945 -0.698
O 7.26671 -2.45712 -2.47689 -0.263
F 5.27556 -3.54843 -1.93276 -0.003
S 6.09144 -0.47854 -0.71664 0.167
O 7.17368 -0.04627 -1.51959 -0.297
O 5.58802 0.39536 0.34940 -0.099
F 4.79218 -0.50655 -1.58178 0.010
N 3.92633 3.23403 5.65072 -0.147
S 5.36774 2.60151 5.78041 0.932
O 6.45500 3.50034 5.57238 -0.558
O 5.64052 1.39549 5.07494 -0.425
F 5.37636 2.34362 7.35781 -0.241
S 2.42236 3.45935 5.66475 1.024
O 1.61085 3.07701 6.82583 -0.726
O 1.76410 3.10119 4.43947 -0.398
F 2.42260 4.99303 5.72908 -0.294
O -0.47997 0.89303 4.70178 -0.287
C -0.94442 0.87701 3.40379 -0.499
O -0.85800 1.90361 2.80437 -0.008
O -1.36161 -0.22210 3.02616 0.299
H 0.11040 1.63824 4.71981 -0.100
```

Calculated values
HOMO-LUMO gap in eV: 5.830
Spin multiplicity: 1
Charge: +6
E in hartree: -17030.14464